(1)
44
Properties=species:S:1:pos:R:3:forces:R:3 method="wB97M-V/def2-TZVPD" lumo_ev=0.70 e_above_lowest_kcal_mol=17.95 gap_ev=9.04 smiles="O=C(CCC(=O)N1CCOc2ccc(Cl)cc21)NCc1ccccc1" max_force_ev_per_a=0.597 multiplicity=1
O -1.3529 -2.3277 -0.4009 -0.028 -0.395 -0.358
C -1.1900 -1.6417 0.5914 -0.074 0.004 0.592
C -0.7928 -2.2231 1.9410 0.047 -0.033 -0.158
C 0.7339 -2.4147 1.9897 -0.077 0.100 0.018
C 1.4130 -1.1512 1.4844 0.012 -0.318 0.096
O 1.3559 -0.1314 2.1432 -0.065 0.126 0.298
N 2.0706 -1.2110 0.2872 0.107 -0.031 -0.076
C 1.8736 -2.2290 -0.7287 -0.048 -0.162 -0.428
C 1.4515 -1.5398 -2.0249 -0.328 -0.377 0.268
O 2.4502 -0.6640 -2.4927 0.303 0.173 -0.054
C 3.0814 0.0602 -1.5280 0.045 0.146 0.174
C 3.9600 1.0470 -1.9656 -0.101 -0.132 0.077
C 4.6605 1.8258 -1.0691 -0.081 -0.068 0.028
C 4.4824 1.6052 0.2878 -0.183 -0.281 -0.126
Cl 5.3601 2.5572 1.4314 0.148 0.173 0.192
C 3.6253 0.6233 0.7468 0.188 0.189 -0.041
C 2.9039 -0.1554 -0.1536 0.109 0.289 -0.213
N -1.2900 -0.2999 0.5849 -0.057 0.383 -0.024
C -1.6712 0.4640 -0.5866 -0.012 -0.043 -0.128
C -2.9523 1.2158 -0.3352 0.058 0.073 -0.044
C -2.9745 2.6017 -0.2793 0.049 -0.117 -0.054
C -4.1588 3.2723 -0.0245 -0.095 0.104 0.029
C -5.3279 2.5619 0.1846 -0.032 0.116 0.010
C -5.3114 1.1774 0.1360 -0.028 -0.103 0.004
C -4.1297 0.5081 -0.1231 0.003 0.043 -0.015
H -1.2865 -3.1863 2.0704 -0.039 0.098 -0.024
H -1.1012 -1.5496 2.7404 0.019 -0.036 0.013
H 1.0377 -2.5352 3.0318 0.056 0.016 -0.113
H 1.0317 -3.3062 1.4446 -0.009 0.007 0.033
H 1.0828 -2.9219 -0.4558 0.076 0.070 0.000
H 2.8117 -2.7733 -0.8882 -0.104 -0.014 0.000
H 1.2884 -2.2721 -2.8176 -0.020 0.054 0.105
H 0.5182 -0.9912 -1.8506 0.076 -0.071 -0.014
H 4.0739 1.1835 -3.0288 0.013 0.021 -0.136
H 5.3358 2.5912 -1.4148 0.066 0.085 -0.019
H 3.5088 0.4667 1.8053 0.009 0.017 0.026
H -1.0820 0.2222 1.4226 0.032 -0.163 0.022
H -0.8656 1.1580 -0.8512 -0.090 -0.090 -0.050
H -1.8102 -0.2610 -1.3950 0.110 0.158 0.079
H -2.0627 3.1593 -0.4398 0.107 0.045 -0.018
H -4.1672 4.3516 0.0134 -0.006 0.087 0.008
H -6.2510 3.0853 0.3846 -0.072 0.044 0.017
H -6.2218 0.6195 0.2977 -0.077 -0.046 0.008
H -4.1116 -0.5714 -0.1653 -0.009 -0.139 -0.001

***

(2)
10
Properties=species:S:1:pos:R:3:forces:R:3 method="wB97M-V/def2-TZVPD" lumo_ev=0.91 e_above_lowest_kcal_mol=0.62 gap_ev=10.29 smiles="CC=O.S" max_force_ev_per_a=1.168 multiplicity=1
C -2.5702 -1.5740 -0.4450 0.783 -0.867 0.028
C -1.2504 -0.8644 -0.4852 -0.455 -0.172 0.066
O -1.0633 0.3032 -0.2779 0.129 0.078 -0.007
H -2.7031 -2.0005 -1.4432 -0.316 0.126 -0.029
H -3.4158 -1.0135 -0.0971 -0.256 0.466 -0.044
H -2.4225 -2.4547 0.1968 -0.115 0.147 -0.021
H -0.4270 -1.5588 -0.7432 0.253 0.184 -0.019
S 2.2525 1.0180 0.6907 0.196 -0.095 0.345
H 2.9244 1.7892 -0.1699 -0.117 -0.025 -0.148
H 1.2174 0.7717 -0.1155 -0.103 0.156 -0.173

***

(3)
7
Properties=species:S:1:pos:R:3:forces:R:3 method="wB97M-V/def2-TZVPD" lumo_ev="-1.58 / -1.99" e_above_lowest_kcal_mol=0.00 gap_ev="3.82 / 2.75" max_force_ev_per_a=5.525 multiplicity=1
C -1.2474 -0.3099 -0.1893 -3.222 0.475 -0.990
H -1.0626 -1.2240 0.3963 1.292 1.126 -0.148
F -2.3634 0.3136 0.4486 1.827 0.136 -0.868
O -0.2521 0.6891 -0.8221 -2.452 -3.848 3.116
C 0.8829 0.1322 -0.6396 4.571 1.580 -0.335
O 1.3544 -0.8304 0.0470 -1.754 1.235 -0.353
Sr 2.6881 1.2294 0.7592 -0.262 -0.703 -0.421

***

(4)
92
Properties=species:S:1:pos:R:3:forces:R:3 method="wB97M-V/def2-TZVPD" lumo_ev="-5.09 / -5.11" e_above_lowest_kcal_mol=0.00 gap_ev="7.35 / 6.70" max_force_ev_per_a=0.452 multiplicity=2 charge=+2
V -1.8920 -1.2750 0.2396 -0.002 -0.431 -0.066
C -3.5136 -2.6846 2.4275 -0.051 0.090 0.058
N -2.0890 -2.3179 2.2999 -0.016 -0.062 -0.034
C -1.1861 -3.4810 2.4565 0.048 -0.001 0.027
C -0.2287 -3.5224 1.3121 -0.041 -0.163 0.183
N -0.3258 -2.6873 0.3073 0.175 -0.093 0.120
C 0.7157 -3.0199 -0.5595 0.090 0.061 -0.100
C 1.1000 -2.4428 -1.7662 0.022 0.002 -0.039
C 2.2121 -2.9699 -2.3923 -0.020 0.017 -0.005
C 2.9243 -4.0468 -1.8422 0.003 -0.005 0.012
C 2.5510 -4.6307 -0.6463 -0.036 0.098 -0.065
C 1.4349 -4.0869 -0.0225 0.046 -0.109 0.102
N 0.7964 -4.3922 1.1792 -0.160 0.299 -0.137
C -4.0133 -3.1247 1.0885 0.046 -0.210 0.150
N -3.3859 -2.8111 -0.0230 -0.206 0.339 0.097
C -4.1504 -3.3525 -1.0556 -0.055 -0.038 -0.116
C -3.9616 -3.3104 -2.4345 -0.047 -0.019 -0.025
C -4.8998 -3.9534 -3.2141 -0.030 -0.017 -0.003
C -5.9950 -4.6275 -2.6477 0.003 0.004 -0.010
C -6.1930 -4.6758 -1.2833 0.074 0.043 -0.020
C -5.2461 -4.0189 -0.5059 -0.016 -0.047 -0.032
N -5.1214 -3.8607 0.8716 0.178 0.170 -0.072
H -3.6710 -3.4654 3.1781 -0.028 0.027 0.005
H -4.0661 -1.7991 2.7514 0.004 -0.037 -0.025
H -1.8815 -1.6446 3.0275 0.033 0.048 -0.029
H -0.6423 -3.4279 3.4033 -0.011 -0.028 -0.015
H -1.7720 -4.4031 2.4807 0.022 0.001 -0.036
H 0.5474 -1.6177 -2.1989 -0.014 -0.033 0.019
H 2.5397 -2.5486 -3.3329 0.008 0.005 -0.009
H 3.7851 -4.4295 -2.3729 0.005 -0.018 0.012
H 3.1012 -5.4594 -0.2241 0.006 -0.024 0.006
H 1.0389 -5.1262 1.8233 0.027 -0.023 -0.002
H -3.1222 -2.7917 -2.8784 0.016 0.005 0.037
H -4.7967 -3.9420 -4.2901 0.010 0.000 -0.005
H -6.7013 -5.1206 -3.3008 -0.005 0.000 -0.007
H -7.0355 -5.1949 -0.8489 -0.018 -0.005 0.003
H -5.7628 -4.1899 1.5740 -0.001 -0.026 0.006
C 4.7394 0.9241 -4.5347 0.039 0.011 -0.067
C 3.8397 0.9109 -3.3366 -0.038 -0.006 0.016
C 2.4690 1.0980 -3.4675 -0.061 0.082 0.076
C 1.6019 1.0841 -2.3795 0.197 -0.008 -0.084
C 0.1531 1.3729 -2.6334 -0.085 -0.005 -0.036
C 2.1582 0.8408 -1.1211 -0.052 -0.070 -0.034
Te 1.1137 0.4618 0.6769 -0.377 0.054 0.200
N -0.8497 0.4707 0.5183 0.169 -0.360 -0.214
C -1.8396 1.0536 -0.2178 0.125 0.350 -0.037
O -2.4821 0.2465 -0.9567 -0.154 -0.093 0.015
C -2.2414 2.4581 -0.1190 0.158 0.074 0.101
C -3.1660 2.9712 -1.0301 0.041 0.019 -0.016
C -3.5273 4.3036 -0.9543 -0.020 0.011 -0.006
C -2.9807 5.1166 0.0309 -0.002 0.061 0.022
C -2.0718 4.6059 0.9487 0.001 -0.035 0.000
C -1.6991 3.2756 0.8751 -0.055 -0.034 -0.067
C 1.5438 2.1654 1.8059 0.174 0.125 -0.077
C 1.8462 3.4116 1.2458 -0.006 0.045 0.070
C 1.6792 3.7575 -0.2054 -0.073 0.071 -0.101
C 2.3005 4.4111 2.1019 -0.021 -0.022 0.019
C 2.4531 4.2082 3.4656 -0.022 -0.060 -0.010
C 2.9584 5.2954 4.3634 -0.008 0.075 0.049
C 2.1095 2.9648 3.9931 -0.058 -0.061 -0.091
C 1.6580 1.9311 3.1873 0.039 0.131 0.059
C 1.3070 0.6143 3.8300 -0.006 -0.105 0.083
C 3.5353 0.6490 -0.9410 -0.014 -0.075 -0.160
C 4.2121 0.4265 0.3853 0.069 0.007 0.143
C 4.3523 0.7049 -2.0648 -0.061 -0.043 0.038
H 4.2390 1.3501 -5.4018 0.003 0.003 -0.010
H 5.0477 -0.0909 -4.7912 0.008 -0.009 -0.001
H 5.6436 1.4999 -4.3413 0.008 -0.001 0.005
H 2.0560 1.2919 -4.4506 -0.007 0.003 -0.006
H 0.0474 1.8993 -3.5806 -0.031 -0.065 -0.026
H -0.2704 2.0245 -1.8733 -0.054 0.028 0.075
H -0.4585 0.4695 -2.6850 -0.001 -0.014 0.054
H -3.5820 2.3262 -1.7917 0.004 -0.022 0.002
H -4.2381 4.7139 -1.6578 -0.008 -0.007 -0.017
H -3.2717 6.1569 0.0894 -0.007 0.007 -0.008
H -1.6667 5.2419 1.7239 0.013 0.007 0.007
H -1.0088 2.8582 1.5954 0.025 0.005 0.015
H 0.8971 3.1777 -0.6928 0.011 0.041 0.092
H 2.6033 3.6088 -0.7673 0.007 -0.008 0.014
H 1.4007 4.8068 -0.2922 0.030 0.014 -0.031
H 2.5300 5.3848 1.6856 0.003 0.011 -0.016
H 3.0578 6.2403 3.8334 0.005 -0.005 -0.008
H 3.9345 5.0322 4.7734 0.005 -0.012 -0.005
H 2.2827 5.4442 5.2061 0.009 0.003 0.009
H 2.1912 2.8016 5.0610 0.005 -0.006 0.021
H 1.2108 0.7445 4.9063 0.019 -0.025 -0.002
H 2.0780 -0.1429 3.6604 -0.005 0.017 -0.010
H 0.3562 0.2118 3.4693 -0.016 0.047 -0.018
H 3.5977 -0.0482 1.1543 -0.037 -0.036 -0.033
H 4.5631 1.3718 0.8037 -0.006 0.014 0.010
H 5.0731 -0.2262 0.2517 0.039 0.050 0.010
H 5.4199 0.5704 -1.9353 0.022 0.002 0.006